# 1
The following is a DFT calculation (ωB97M-V with the def2-TZVPD basis set) of one molecule with the formula C4H4S at a distorted geometry.

## Properties
HOMO level ... -0.3136 Ha
SMILES ... C=C=C1CS1
E_LUMO ... 0.4 eV
HOMO-LUMO gap ... 8.887 eV
Net charge ... 0
Energy above the lowest of the compared OMol25 structures with the same formula, charge and spin ... 82.3 kcal/mol

CARTESIAN COORDINATES (ANGSTROEM)
C  1.7264  -0.6973  1.0496
C  0.5042  -0.4281  0.6483
C  -0.3639  0.1894  -0.0495
C  -1.5999  0.5292  -0.7786
S  -0.0305  0.8785  -1.6734
H  2.2192  0.0629  1.4630
H  2.1129  -1.6310  1.0800
H  -2.2834  -0.3477  -1.2170
H  -2.2851  1.4442  -0.5223

---

# 2
The following is a DFT calculation (ωB97M-V with the def2-TZVPD basis set) of C24H58P2PtSi4Te as an isolated structure at a distorted geometry.

## Properties
HOMO level (alpha / beta) ... -0.4253 / -0.4221 Ha
E_LUMO (alpha / beta) ... -8.2 / -9.1 eV
⟨S²⟩ ... 6.0387
HOMO-LUMO gap (alpha / beta) ... 3.380 / 2.388 eV
2S+1 ... 5
Net charge ... +2
Energy above the lowest of the compared OMol25 structures with the same formula, charge and spin ... 107.7 kcal/mol

CARTESIAN COORDINATES (ANGSTROEM)
P  3.7075  -0.3016  -0.0643
P  3.2458  -3.7589  0.6907
C  5.0195  -1.6821  0.0847
C  4.6829  -3.1381  -0.2011
H  5.4000  -1.6124  1.1179
H  5.8593  -1.3757  -0.5438
H  4.5365  -3.3116  -1.2763
H  5.5239  -3.7892  0.0860
C  3.8148  -4.4335  2.2875
H  2.9853  -4.4456  3.0069
H  4.6700  -3.8745  2.6949
H  4.1300  -5.4787  2.1288
C  2.4914  -5.2367  0.0105
H  3.1124  -6.1100  0.2180
H  2.3304  -5.1749  -1.0657
H  1.5289  -5.4172  0.4900
C  4.8001  0.8922  0.8130
H  4.5489  1.9005  0.4769
H  5.8496  0.7006  0.5448
H  4.7022  0.8266  1.9026
C  5.2597  -0.0889  -2.9546
H  4.9099  -1.1194  -3.1289
H  6.0953  -0.0036  -2.2396
H  5.6633  0.2567  -3.9104
Pt  3.6000  0.6652  -2.0818
C  0.6688  -3.5160  3.0048
C  1.2616  -2.7745  3.9664
C  2.4789  -1.9189  3.8894
C  2.4990  -0.8162  2.8234
C  2.1901  -1.1704  1.4233
C  1.9486  -2.5328  0.7980
C  0.4201  -2.8815  0.6421
C  -0.2668  -2.9355  1.9961
C  2.2472  1.6137  -3.2911
H  0.7386  -4.6099  2.9738
H  0.9264  -2.8982  5.0062
H  3.3595  -2.5409  3.7210
H  2.6354  -1.4322  4.8636
H  1.7524  -0.0597  3.1295
H  3.4572  -0.2763  2.8844
H  1.4925  -0.4194  0.9789
H  2.1637  -2.3297  -0.2981
H  0.3194  -3.8200  0.0859
H  -0.0771  -2.1066  0.0218
H  -0.5719  -1.9174  2.2785
H  -1.1442  -3.5852  1.8860
H  1.5594  0.8285  -3.6914
H  2.8903  2.0136  -4.0723
H  1.6617  2.3992  -2.7706
C  -3.6309  0.0110  -3.4258
Si  -4.3991  0.5560  -1.7990
C  -5.8986  1.6423  -2.1312
C  -4.9353  -0.9384  -0.7989
Si  -2.7930  1.7286  -0.5796
Te  -0.5021  1.0191  -0.5983
Si  -2.1162  3.5955  -1.8088
C  -3.6491  4.6713  -2.1071
C  -0.8942  4.6075  -0.7992
C  -1.4488  3.1362  -3.5054
Si  -3.8292  2.4258  1.3962
C  -5.2709  3.5797  1.0287
C  -4.4740  0.9290  2.3254
C  -2.5459  3.3367  2.4225
H  -4.1437  -0.9084  -3.7455
H  -2.5608  -0.2086  -3.3213
H  -3.7542  0.7694  -4.2105
H  -6.5632  1.0696  -2.7952
H  -6.4613  1.8748  -1.2195
H  -5.6555  2.5849  -2.6340
H  -4.0900  -1.4170  -0.2889
H  -5.6923  -0.6853  -0.0462
H  -5.3703  -1.6671  -1.4978
H  -4.1986  4.9235  -1.1943
H  -3.2768  5.6067  -2.5504
H  -4.3487  4.2160  -2.8180
H  -0.0500  4.0179  -0.4204
H  -0.5012  5.3939  -1.4615
H  -1.3860  5.0961  0.0536
H  -0.5807  2.4680  -3.4721
H  -2.2193  2.6627  -4.1287
H  -1.1447  4.0716  -3.9989
H  -5.9677  3.1925  0.2767
H  -5.8255  3.7000  1.9716
H  -4.9348  4.5737  0.7097
H  -3.7471  0.1071  2.3372
H  -4.6558  1.2387  3.3647
H  -5.4149  0.5488  1.9076
H  -1.5528  2.8772  2.3402
H  -2.4650  4.3926  2.1317
H  -2.8681  3.2872  3.4733

---

# 3
The following is a DFT calculation (ωB97M-V with the def2-TZVPD basis set) of an isolated ion of composition C5H8N and charge +1 at a distorted geometry.

## Properties
HOMO level ... -0.5302 Ha
SMILES ... C/C=[N+]1C=C\1C
E_LUMO ... -4.0 eV
HOMO-LUMO gap ... 10.438 eV
Net charge ... +1
Energy above the lowest of the compared OMol25 structures with the same formula, charge and spin ... 114.2 kcal/mol

CARTESIAN COORDINATES (ANGSTROEM)
C  -2.4242  -0.1539  0.0391
C  -1.1502  -0.3845  -0.7467
N  -0.0234  -0.1433  -0.3083
C  1.0064  -0.4564  -1.1467
C  1.4006  0.0187  0.0209
C  2.2007  0.6719  1.0818
H  -2.1817  0.4226  0.9779
H  -2.6453  -1.1939  0.3294
H  -3.0885  0.4045  -0.5868
H  -1.4576  -0.6972  -1.7295
H  1.1675  -0.9574  -2.1246
H  2.1989  0.1377  2.1389
H  1.7457  1.7095  1.3831
H  3.2511  0.6217  0.6714

---

# 4
The following is a DFT calculation (ωB97M-V with the def2-TZVPD basis set) of a 2-piece molecular cluster, C3Cl3F3 overall at a distorted geometry.

## Properties
HOMO level ... -0.3412 Ha
E_LUMO ... -0.5 eV
HOMO-LUMO gap ... 8.754 eV
Net charge ... 0
Energy above the lowest of the compared OMol25 structures with the same formula, charge and spin ... 46.5 kcal/mol

CARTESIAN COORDINATES (ANGSTROEM)
C  0.9837  1.1967  -0.5661
C  -1.3780  -1.5332  -0.3892
C  0.9906  0.6865  0.7439
F  0.2847  2.2370  -0.9808
F  1.5566  0.5347  -1.5897
F  -1.4107  -2.8078  -0.6157
Cl  -2.8602  -1.0792  0.2567
Cl  0.0674  1.5168  1.9866
Cl  1.7660  -0.7515  1.1543

---

# 5
The following is a DFT calculation (ωB97M-V with the def2-TZVPD basis set) of C30H43Cl3N5O3SiTi as an isolated structure at a distorted geometry.

## Properties
HOMO level (alpha / beta) ... -0.2433 / -0.3043 Ha
E_LUMO (alpha / beta) ... -0.6 / -0.6 eV
⟨S²⟩ ... 0.7542
HOMO-LUMO gap (alpha / beta) ... 6.050 / 7.658 eV
2S+1 ... 2
Net charge ... 0
Energy above the lowest of the compared OMol25 structures with the same formula, charge and spin ... 171.1 kcal/mol

CARTESIAN COORDINATES (ANGSTROEM)
C  -2.2923  -2.2490  -5.2349
C  -1.6140  -2.7696  -4.0007
H  -2.3127  -3.0411  -5.9943
H  -1.8747  -1.3485  -5.7346
H  -3.3452  -2.0135  -5.0339
C  -0.7201  -3.8158  -4.1009
C  -0.2765  -4.4758  -5.3634
H  -0.2334  -4.1986  -3.2288
H  0.3719  -3.8357  -5.9611
H  -0.9900  -4.9777  -5.9932
H  0.3312  -5.2797  -4.9654
Ti  0.2983  1.3068  1.1644
Cl  -1.9567  2.0402  0.9300
Cl  1.6420  2.3080  -0.3634
H  1.7799  5.8586  3.6313
H  -0.7144  6.8769  3.1317
C  1.6689  5.3128  2.6932
C  -0.5551  6.3267  2.2008
N  0.2505  5.1420  2.4408
H  2.0864  4.3092  2.7729
C  -0.2139  3.9175  2.2972
O  0.5328  2.9137  2.3330
H  -1.5487  6.0754  1.8225
H  -1.2687  3.7734  2.0993
H  2.1651  5.9151  1.9256
H  -0.0949  7.0561  1.5248
H  1.6405  -0.3490  -3.2875
H  2.5233  -2.9856  -3.1871
C  2.6893  -0.3024  -2.9244
C  3.3024  -2.5984  -2.5028
N  2.9385  -1.3153  -1.9056
H  2.9247  0.7105  -2.5757
C  2.7339  -1.2429  -0.5572
O  2.2729  -0.3275  0.1359
H  3.4973  -3.3200  -1.6999
H  3.1082  -2.1598  -0.0829
H  3.3322  -0.5806  -3.7818
H  4.1894  -2.4686  -3.1427
O  -0.7906  -0.4528  -3.4993
C  -1.5377  -1.7351  -2.9128
C  0.0624  -3.1275  -1.2277
C  -1.1498  -2.4758  -1.4706
H  0.8184  -3.0402  -1.9702
C  0.3330  -3.9285  -0.0979
H  -2.5319  -1.4458  -2.5531
C  -2.1587  -2.7562  -0.4809
H  1.2667  -4.4699  0.0045
C  -0.5866  -4.0470  0.9485
C  -1.8635  -3.4481  0.7304
H  -3.2027  -2.4275  -0.6169
H  -0.4003  -4.6146  1.8841
H  -2.6167  -3.5014  1.5390
Si  -0.5928  1.1464  -4.0635
Cl  -0.6602  -0.5265  0.7465
C  1.0723  2.1537  -4.6344
C  -1.2832  2.7826  -3.1522
C  -1.7935  1.0056  -5.4701
H  1.9117  1.4830  -4.8242
H  1.3711  2.8909  -3.8787
H  0.9041  2.7770  -5.5332
H  -1.3927  0.4256  -6.3133
H  -2.1522  1.9462  -5.9226
H  -2.6775  0.4836  -5.0831
H  -1.0505  2.7797  -2.0628
H  -2.3734  2.8065  -3.3371
H  -0.9273  3.7413  -3.6087
N  -1.1606  1.9701  10.5188
C  -1.0537  1.4084  9.4789
C  -0.9420  0.7301  8.2069
C  -1.6728  1.2048  7.1103
C  -1.5151  0.6306  5.8434
C  -0.4872  -0.3083  5.6520
C  0.0798  -0.9517  6.7662
C  -0.0905  -0.3689  8.0362
N  0.1257  -0.4079  4.3653
C  1.1131  -1.3246  3.9800
C  1.8732  -0.7389  2.9452
N  1.2369  0.4490  2.6308
C  0.1694  0.6072  3.4795
H  -2.3390  2.0568  7.2697
H  -2.2024  0.9015  5.0501
H  0.6487  -1.8684  6.6751
H  0.4745  -0.7296  8.8967
H  1.2196  -2.2860  4.4838
H  2.8477  -0.9510  2.5217
H  -0.5914  1.3634  3.4687

---

# 6
The following is a DFT calculation (ωB97M-V with the def2-TZVPD basis set) of C33H26N7O2Pd as an isolated structure.

## Properties
HOMO level ... -0.3455 Ha
E_LUMO ... -4.7 eV
HOMO-LUMO gap ... 4.743 eV
Net charge ... +1

CARTESIAN COORDINATES (ANGSTROEM)
Pd  0.5655  0.6110  0.6271
C  -3.7329  0.3339  0.5908
C  -2.3877  -0.0422  0.5378
N  -1.4499  0.8870  0.6122
C  -1.8095  2.1873  0.7374
C  -3.1472  2.5189  0.7924
N  -4.1052  1.5941  0.7187
C  -0.6782  3.1518  0.8126
C  -0.7406  4.5291  0.8888
C  0.4417  5.2755  0.9474
C  1.6607  4.5885  0.9264
C  1.6695  3.2096  0.8467
N  0.5117  2.5452  0.7893
C  2.8507  2.3026  0.8047
C  4.1650  2.7034  0.9198
N  5.1731  1.8308  0.8838
C  4.8707  0.5539  0.7399
C  3.5506  0.1082  0.6296
N  2.5635  0.9860  0.6589
C  0.4034  6.7655  1.0258
C  -0.7925  7.4696  0.9275
C  -0.7733  8.8536  1.0028
N  0.3330  9.5707  1.1671
C  1.4739  8.8970  1.2630
C  1.5626  7.5151  1.1986
H  -4.5086  -0.4179  0.5288
H  -2.0612  -1.0691  0.4345
H  -3.4650  3.5471  0.9011
H  -1.7031  5.0144  0.9066
H  2.5971  5.1215  0.9625
H  4.4226  3.7459  1.0494
H  5.6868  -0.1561  0.7105
H  3.2841  -0.9343  0.5179
H  -1.7455  6.9827  0.7869
H  -1.6995  9.4096  0.9250
H  2.3711  9.4879  1.4001
H  2.5385  7.0644  1.2954
C  -2.3367  -4.1036  -5.0373
C  -2.2122  -4.4845  -3.5853
C  -3.1468  -5.3460  -3.0212
C  -3.0569  -5.7015  -1.6851
C  -2.0376  -5.1995  -0.8968
C  -1.0833  -4.3543  -1.4549
N  -0.0600  -3.7714  -0.6766
C  0.4534  -4.2677  0.5068
C  0.6051  -5.6497  0.6904
C  1.1367  -6.1595  1.8544
C  1.5431  -5.3163  2.8887
C  1.4135  -3.9568  2.7161
C  0.8857  -3.4142  1.5379
C  0.7909  -1.9390  1.4810
O  0.8875  -1.2182  2.4721
O  0.6220  -1.3866  0.2924
C  -1.1609  -3.9921  -2.8050
C  -0.1190  -3.0797  -3.3972
H  -3.2570  -4.5026  -5.4590
H  -1.5063  -4.4951  -5.6282
H  -2.3456  -3.0212  -5.1742
H  -3.9505  -5.7333  -3.6330
H  -3.7924  -6.3638  -1.2484
H  -1.9954  -5.4473  0.1545
H  0.1167  -2.7907  -0.8400
H  0.3173  -6.3166  -0.1095
H  1.2458  -7.2314  1.9549
H  1.9569  -5.7186  3.8017
H  1.7131  -3.2673  3.4934
H  0.8581  -3.2671  -2.9516
H  -0.3558  -2.0223  -3.2379
H  -0.0257  -3.2241  -4.4707

---

# 7
The following is a DFT calculation (ωB97M-V with the def2-TZVPD basis set) of a 7-piece molecular cluster, C19H44Cl6N2O8 overall at a distorted geometry.

## Properties
HOMO level ... -0.3446 Ha
SMILES ... COC[C@H](C)N.COC[C@H](C)N.CCOC(=O)OC.CCOC(=O)OC.ClCCl.ClCCl.ClCCl
E_LUMO ... 0.5 eV
HOMO-LUMO gap ... 9.850 eV
Net charge ... 0
Energy above the lowest of the compared OMol25 structures with the same formula, charge and spin ... 0.0 kcal/mol

CARTESIAN COORDINATES (ANGSTROEM)
C  4.3816  0.9433  -0.6693
O  3.0859  0.4078  -0.6860
C  2.8402  -0.7632  0.0700
C  1.9491  -1.6501  -0.7924
C  1.1932  -2.7437  -0.0325
N  2.7232  -2.3140  -1.8707
H  4.8580  1.0293  0.3170
H  4.2815  1.9347  -1.1113
H  5.0640  0.2982  -1.2457
H  3.7777  -1.3239  0.1885
H  2.3827  -0.5412  1.0339
H  1.2734  -0.9477  -1.2982
H  0.2962  -2.4141  0.4962
H  1.8060  -3.2970  0.6822
H  0.8601  -3.5119  -0.7341
H  3.1672  -1.5263  -2.3587
H  2.1092  -2.6683  -2.5982
C  -4.5695  -1.0975  0.6897
O  -3.2668  -0.9953  1.2498
C  -2.2155  -0.8532  0.3112
C  -2.2070  0.5231  -0.4185
C  -0.8007  0.7812  -0.9136
N  -2.5784  1.5990  0.5012
H  -4.6856  -2.0643  0.1862
H  -4.6914  -0.3580  -0.1101
H  -5.2597  -0.9597  1.5147
H  -1.2918  -0.9561  0.8842
H  -2.2469  -1.7120  -0.3710
H  -2.9116  0.5119  -1.2520
H  -0.7295  1.7707  -1.3617
H  -0.4515  0.0028  -1.5902
H  -0.1119  0.8176  -0.0618
H  -1.9585  1.6783  1.2998
H  -3.4969  1.3516  0.8540
C  4.1534  -1.4627  3.6867
C  2.8430  -2.1960  3.5244
O  1.8022  -1.1807  3.4902
C  0.5506  -1.5991  3.4280
O  0.2034  -2.6894  3.0605
O  -0.2422  -0.6030  3.7668
C  -1.6528  -0.7691  3.7976
H  4.1561  -0.6653  2.9406
H  4.9403  -2.1638  3.4054
H  4.3168  -1.0186  4.6650
H  2.5935  -2.8915  4.3212
H  2.8393  -2.6236  2.5201
H  -2.0077  -1.3713  2.9656
H  -2.0744  0.2069  3.5613
H  -1.9637  -1.1993  4.7467
C  3.4970  2.1212  -4.7858
C  2.4093  1.4784  -3.9220
O  1.6068  0.6420  -4.7438
C  0.2912  0.6716  -4.5887
O  -0.3685  1.4295  -3.9415
O  -0.2068  -0.2946  -5.3734
C  -1.5693  -0.6010  -5.1478
H  4.1310  2.7946  -4.2121
H  2.9780  2.6821  -5.5615
H  4.1318  1.3234  -5.1693
H  1.8151  2.2579  -3.4411
H  2.8566  0.8450  -3.1504
H  -1.7412  -1.0976  -4.1941
H  -1.9716  -1.1423  -5.9972
H  -2.1824  0.3050  -5.0963
Cl  -4.8229  2.6970  -2.0702
C  -3.2055  3.0908  -2.6741
Cl  -3.1608  4.5358  -3.6988
H  -2.5636  3.1603  -1.7974
H  -2.8024  2.2286  -3.2011
Cl  0.2148  2.5623  2.7446
C  1.3510  3.8694  2.4631
Cl  2.8919  3.2887  1.8342
H  0.9372  4.5788  1.7510
H  1.4375  4.4318  3.3888
Cl  -5.3310  -0.0449  6.2045
C  -5.8060  -1.3297  5.0180
Cl  -6.1121  -2.8469  5.8190
H  -6.7294  -0.9768  4.5748
H  -5.0096  -1.3856  4.2860

---

# 8
The following is a DFT calculation (ωB97M-V with the def2-TZVPD basis set) of one molecule with the formula CH3NO3S at a distorted geometry.

## Properties
HOMO level ... -0.3622 Ha
E_LUMO ... 0.1 eV
HOMO-LUMO gap ... 9.926 eV
Net charge ... 0
Energy above the lowest of the compared OMol25 structures with the same formula, charge and spin ... 105.4 kcal/mol

CARTESIAN COORDINATES (ANGSTROEM)
C  0.0822  1.0959  0.5972
N  -0.0088  0.1039  -0.2779
O  1.0300  0.1630  -2.3897
O  0.2181  -1.1983  0.1363
O  0.4393  0.5993  1.7527
S  -0.3552  0.0071  -1.8583
H  -0.0056  2.1906  0.5622
H  0.3496  -0.5416  1.3791
H  -1.0244  1.3121  -1.9113